The following is a quantum chemistry calculation of a 2-piece molecular cluster, C4H14NO2S overall, from the Open Molecules 2025 dataset.

DFT total energy ... -763.9233 Eh
LUMO ... -3.07 eV
Frontier orbital gap ... 9.67 eV
Total charge ... +1
Relative energy (zero: lowest compared OMol25 entry of this formula, charge and spin) ... 45.1 kcal/mol

Each line ends with the natural charge from an NBO analysis.
Atoms and positions in Å:
C (-2.2345, -0.6259, -1.2271)  -0.08
O (-1.9790, -0.9580, -2.6009)  -0.76
C (-0.8513, -0.4581, -0.5352)  -0.08
C (-0.8277, -0.3005, 0.9351)  -0.47
C (0.3239, -1.1800, 1.5529)  -0.53
S (1.9345, -0.3292, 1.3568)  -0.09
N (-0.1004, 0.6149, -1.2597)  -0.70
H (-2.7290, -1.5254, -0.6887)  0.21
H (-2.8733, 0.2879, -1.3218)  0.20
H (-2.7418, -1.0548, -3.2000)  0.51
H (-0.2068, -1.4190, -0.7507)  0.24
H (-1.8620, -0.3704, 1.2557)  0.26
H (-0.6226, 0.8091, 1.2075)  0.24
H (0.3523, -2.3347, 1.2285)  0.24
H (0.2949, -1.2902, 2.6515)  0.25
H (2.6848, -1.0525, 2.2193)  0.18
H (0.1312, 0.2570, -2.0686)  0.42
H (-0.7901, 1.5357, -1.3907)  0.45
H (0.7873, 0.9302, -0.6277)  0.50
H (2.1916, 2.7613, 1.0168)  0.49
H (1.4337, 3.7750, 0.2338)  0.49
O (1.3837, 2.8381, 0.4745)  -0.97

Forces on the atoms, in the same order (eV/Å):
C -0.65 -1.39 -0.46
O 0.88 -0.19 -0.03
C 0.58 -2.15 -2.14
C 1.01 1.99 1.31
C -0.41 -2.09 1.23
S 0.04 -0.09 -0.42
N -1.64 5.78 7.10
H 0.39 1.72 -0.74
H 0.42 -0.52 1.23
H 0.15 0.18 0.93
H -1.48 1.64 -0.06
H 0.11 -0.96 0.83
H -0.03 -1.62 -0.38
H -0.19 2.75 0.03
H -0.76 0.33 -0.48
H -0.33 0.03 -0.30
H 1.80 -1.85 -5.81
H 2.52 -2.89 0.30
H -2.23 -0.47 -1.99
H -0.52 -0.40 -0.16
H -0.34 -0.15 -0.18
O 0.71 0.34 0.18

The following is a quantum chemistry calculation of a 17-piece molecular cluster, H33O17 overall, from the Open Molecules 2025 dataset.

DFT total energy ... -1298.6682 Eh
LUMO (alpha / beta) ... -0.86 / -5.55 eV
Frontier orbital gap (alpha / beta) ... 9.79 / 5.10 eV
Total charge ... 0
Relative energy (zero: lowest compared OMol25 entry of this formula, charge and spin) ... 16.6 kcal/mol
2S+1 ... 2

Each line ends with the natural charge from an NBO analysis.
Atoms and positions in Å:
O (0.5274, 1.2281, -1.2510)  -1.00
H (0.9375, 2.0544, -0.9372)  0.52
H (0.4722, 1.1431, -2.2111)  0.49
O (4.5261, -0.4316, 4.2115)  -0.92
H (3.6493, -0.0795, 3.9475)  0.47
H (4.2961, -1.3156, 3.8867)  0.45
O (4.9806, -0.7574, -1.4011)  -0.96
H (4.2936, -0.8719, -0.7362)  0.48
H (5.4309, -1.5510, -1.6736)  0.48
O (-2.0108, -1.0168, 3.7101)  -0.90
H (-1.3342, -1.2438, 3.0215)  0.44
H (-1.5938, -1.0011, 4.5912)  0.50
O (-4.7102, -4.0415, 0.5999)  -0.95
H (1.3059, -2.7940, 0.6172)  0.47
O (-1.7853, 0.2623, -0.0738)  -0.95
H (-0.8610, 4.1419, 3.6573)  0.47
H (-1.4443, 0.3485, 0.8179)  0.47
O (2.3327, 2.4024, -4.7514)  -0.95
H (1.2301, 0.3082, 1.4056)  0.47
H (3.1161, 2.7292, -4.2901)  0.48
O (-3.5856, -3.0154, 3.8522)  -0.94
H (-3.3066, -2.1075, 3.5629)  0.48
H (-4.0122, -3.3629, 0.5010)  0.47
O (1.4978, 0.2478, 2.3361)  -0.94
H (2.1155, 3.1924, -5.2636)  0.48
H (-0.0880, -2.6277, 0.1992)  0.46
O (-0.3801, -1.4742, 1.8056)  -0.53
H (-0.6657, -2.3981, 1.9934)  0.46
H (0.8889, -0.4935, 2.5423)  0.47
O (1.6891, 4.0782, -0.1546)  -0.93
H (2.3132, 4.3150, 0.5547)  0.47
H (-2.1821, -2.8953, 0.3282)  0.47
O (0.6297, -3.2804, 0.1211)  -0.89
H (0.2309, 1.8717, -4.8420)  0.48
H (-2.2219, -3.5836, -3.1629)  0.46
O (-2.7067, -2.2523, -0.1394)  -1.00
H (-2.6225, -1.2926, 0.0977)  0.53
H (-4.8766, -4.1274, -0.3536)  0.46
O (0.4565, 3.9009, -3.0496)  -0.95
H (-0.3270, 3.3302, -2.9547)  0.46
H (0.6155, 3.4717, -3.9332)  0.48
O (-0.0629, 4.6682, 3.7497)  -0.95
H (0.5056, 4.5319, 2.9790)  0.47
H (-2.7391, -3.4709, 3.9096)  0.44
O (-2.8465, -2.9105, -2.8656)  -0.96
H (2.4004, 3.9091, -0.7932)  0.47
H (-2.5678, -2.7019, -1.9584)  0.49
O (-0.1795, 2.5973, -5.3293)  -0.95
H (-0.2993, 2.1859, -6.1926)  0.49
H (-1.0319, 0.1796, -0.6806)  0.51

Forces on the atoms, in the same order (eV/Å):
O 0.02 -0.64 0.45
H -0.31 -0.05 -0.79
H 0.53 0.70 0.35
O -1.71 -0.47 -0.77
H 0.68 0.86 0.40
H 0.98 -0.35 0.30
O -0.12 1.31 -0.19
H 0.41 -0.67 -0.22
H -0.29 -0.61 0.40
O 0.76 0.62 -0.24
H -0.56 0.71 1.33
H 0.00 -0.04 -0.62
O 0.61 0.40 -1.00
H 0.44 -0.45 -0.26
O -0.72 -0.28 -0.08
H 0.16 -0.08 -0.33
H 0.30 0.27 -0.07
O 0.79 0.59 -0.01
H 0.56 0.68 -0.06
H 0.06 -0.50 0.24
O 0.14 0.59 -0.50
H -0.58 -1.23 0.58
H -0.60 -0.11 0.63
O -0.74 -0.91 -0.42
H -0.33 -0.27 -0.27
H -0.01 -0.29 -0.90
O -0.29 -1.17 -0.08
H 0.27 0.08 -0.11
H 0.80 0.69 0.58
O 1.55 -0.17 0.26
H -0.83 0.05 0.44
H 0.36 0.30 0.52
O -0.29 0.88 0.80
H 0.13 0.00 -0.02
H -0.17 0.11 -0.03
O -0.66 0.22 -0.64
H 0.73 -0.70 -0.01
H -0.45 -0.42 0.32
O -0.50 -1.72 -1.36
H -0.31 0.82 1.11
H 0.76 1.45 0.82
O 0.35 0.24 0.14
H -0.53 -0.17 0.17
H -0.20 -0.17 0.12
O 0.37 -0.19 -0.02
H -0.72 -0.03 -0.75
H -0.30 0.06 -0.10
O -0.39 -0.70 -0.39
H -0.20 0.29 -0.18
H 0.05 0.44 0.44

The following is a quantum chemistry calculation of a 2-piece molecular cluster, C3H13N2 overall, from the Open Molecules 2025 dataset.

DFT total energy ... -231.3542 Eh
LUMO ... -3.03 eV
Frontier orbital gap ... 11.30 eV
Total charge ... +1
Relative energy (zero: lowest compared OMol25 entry of this formula, charge and spin) ... 26.5 kcal/mol

Each line ends with the natural charge from an NBO analysis.
Atoms and positions in Å:
C (1.8395, 1.1733, 1.0172)  -0.43
N (1.5499, -0.2797, 1.0800)  -0.86
H (2.4374, 1.5039, 1.8657)  0.22
H (0.9236, 1.7681, 1.0002)  0.18
H (2.4045, 1.3906, 0.1121)  0.21
H (2.3966, -0.7668, 0.8276)  0.39
H (1.2717, -0.5647, 2.0103)  0.39
H (0.2052, -0.0577, 0.0026)  0.47
C (-1.8672, 0.5595, -0.2789)  -0.43
N (-0.6410, -0.1880, -0.6574)  -0.54
C (-0.8641, -1.6015, -1.1536)  -0.40
H (-2.5037, -0.0200, 0.3815)  0.23
H (-2.4463, 0.7826, -1.1762)  0.23
H (-1.5578, 1.5163, 0.1300)  0.23
H (-0.2672, 0.3565, -1.4445)  0.41
H (0.1250, -1.9817, -1.3630)  0.24
H (-1.4418, -2.0930, -0.3752)  0.23
H (-1.5645, -1.4978, -1.9785)  0.23

Forces on the atoms, in the same order (eV/Å):
C 0.30 -0.03 0.42
N -0.23 0.77 -0.55
H -0.01 0.14 -0.02
H -0.02 -0.08 0.05
H -0.05 -0.04 -0.04
H 0.02 -0.33 0.11
H 0.11 -0.01 0.05
H -0.77 -1.38 0.47
C -0.20 0.16 -0.26
N 0.68 1.10 -1.11
C -0.65 1.57 0.93
H 0.23 0.04 0.29
H 0.08 -0.19 -0.03
H -0.14 -0.06 0.36
H -0.17 -0.34 -0.16
H -0.20 -0.59 -0.21
H 0.55 -0.45 0.15
H 0.47 -0.27 -0.45

The following is a quantum chemistry calculation of one molecule with the formula C2FNOS2, from the Open Molecules 2025 dataset.

DFT total energy ... -1102.4301 Eh
LUMO ... -0.44 eV
Frontier orbital gap ... 9.09 eV
Total charge ... 0
SMILES string ... O=C(F)SN=C=S

Each line ends with the natural charge from an NBO analysis.
Atoms and positions in Å:
O (2.7272, -0.4832, -0.6690)  -0.52
C (1.7442, -0.0620, -0.1686)  0.67
F (1.6395, 1.1831, 0.3131)  -0.32
S (0.2661, -0.9888, 0.0616)  0.48
N (-0.8371, 0.1923, 0.4270)  -0.65
C (-2.0232, 0.1349, 0.1848)  0.21
S (-3.5168, 0.0237, -0.1489)  0.13

Forces on the atoms, in the same order (eV/Å):
O -0.21 -0.07 0.19
C -0.02 0.35 0.09
F 0.13 -0.05 -0.13
S 0.56 -0.67 -0.31
N -0.54 0.54 0.16
C 1.17 -0.24 0.11
S -1.09 0.14 -0.10